# C41H83NO22

11 unconnected molecules or ions with the total composition C41H83NO22 (wB97M-V/def2-TZVPD, OMol25).

```
147
C41H83NO22 | OMol25 | wB97M-V/def2-TZVPD
C 1.92 1.41 -4.23
N 1.46 2.86 -4.06
O 0.27 3.23 -3.84
O 2.36 3.59 -4.20
H 2.25 1.34 -3.20
H 2.70 1.31 -4.99
H 0.97 0.90 -4.45
O -3.97 0.55 3.83
C -4.77 1.33 3.33
O -6.06 1.42 3.77
C -6.50 0.46 4.65
C -6.26 0.76 6.19
C -4.30 2.31 2.30
H -6.09 -0.50 4.33
H -7.56 0.47 4.43
H -5.20 0.96 6.32
H -6.46 -0.12 6.80
H -6.85 1.60 6.56
H -4.75 2.14 1.33
H -3.21 2.24 2.30
H -4.61 3.32 2.59
O 3.95 1.61 4.46
C 3.44 0.80 3.62
O 2.22 0.07 3.67
C 1.38 0.14 4.82
C 0.52 1.44 4.81
C 4.12 0.69 2.28
H 2.00 0.11 5.72
H 0.63 -0.65 4.85
H 1.04 2.37 4.58
H -0.06 1.55 5.73
H -0.24 1.34 4.04
H 4.96 1.37 2.39
H 3.41 1.07 1.55
H 4.50 -0.33 2.18
O 5.08 -0.30 -0.46
C 5.01 0.43 -1.43
O 5.13 -0.02 -2.69
C 5.28 -1.32 -3.10
C 6.69 -1.68 -3.29
C 4.87 1.95 -1.23
H 4.70 -1.53 -4.00
H 4.74 -1.94 -2.38
H 7.21 -1.15 -4.08
H 6.81 -2.73 -3.56
H 7.21 -1.42 -2.36
H 4.59 2.35 -2.21
H 5.80 2.40 -0.86
H 4.01 2.20 -0.61
O -3.26 8.83 3.65
C -2.07 8.69 3.74
O -1.37 7.59 3.26
C -2.07 6.64 2.38
C -1.62 5.23 2.47
C -1.31 9.77 4.52
H -1.81 6.98 1.38
H -3.16 6.72 2.43
H -2.01 4.49 1.77
H -1.58 4.76 3.46
H -0.60 5.23 2.10
H -0.24 9.54 4.55
H -1.65 9.80 5.56
H -1.40 10.74 4.05
O 1.19 -9.37 0.68
C 2.23 -8.90 0.28
O 2.32 -7.98 -0.63
C 1.24 -7.33 -1.29
C 1.89 -6.14 -1.99
C 3.57 -9.42 0.75
H 0.37 -7.11 -0.67
H 0.86 -8.09 -1.96
H 1.10 -5.59 -2.50
H 2.49 -6.56 -2.80
H 2.58 -5.62 -1.33
H 3.50 -9.52 1.83
H 4.34 -8.68 0.54
H 3.82 -10.39 0.33
O -1.87 -4.29 -4.50
C -2.79 -4.81 -3.87
O -2.96 -6.21 -3.68
C -1.91 -7.14 -4.04
C -2.74 -8.45 -3.90
C -3.90 -3.99 -3.21
H -1.08 -6.97 -3.36
H -1.55 -6.99 -5.06
H -2.13 -9.24 -4.36
H -3.64 -8.36 -4.51
H -3.06 -8.83 -2.94
H -3.67 -2.93 -3.08
H -4.18 -4.38 -2.23
H -4.75 -3.92 -3.88
O -0.74 -4.80 3.79
C -0.26 -3.82 3.19
O -0.92 -2.77 2.73
C -2.32 -2.63 2.79
C -2.98 -2.43 4.15
C 1.25 -3.66 2.88
H -2.67 -3.56 2.34
H -2.53 -1.84 2.07
H -3.07 -3.39 4.65
H -3.94 -1.91 4.13
H -2.38 -1.78 4.78
H 1.49 -3.09 1.98
H 1.86 -4.56 2.86
H 1.65 -3.10 3.74
O 1.20 1.53 -0.75
C 0.32 1.06 0.02
O -0.14 -0.25 0.05
C 0.53 -1.17 -0.82
C -0.36 -2.37 -1.13
C -0.25 1.87 1.21
H 1.45 -1.61 -0.45
H 0.89 -0.66 -1.71
H -0.73 -2.76 -0.19
H 0.24 -3.08 -1.70
H -1.20 -2.00 -1.71
H -0.12 2.93 0.98
H 0.28 1.54 2.11
H -1.30 1.60 1.32
O -3.38 0.13 -7.02
C -2.22 0.00 -6.53
O -1.65 0.57 -5.43
C -2.41 1.04 -4.32
C -1.81 0.32 -3.09
C -1.13 -0.72 -7.35
H -3.50 0.99 -4.36
H -2.15 2.10 -4.25
H -1.08 -0.45 -3.32
H -2.55 -0.04 -2.37
H -1.15 1.04 -2.61
H -1.22 -1.76 -7.05
H -0.08 -0.40 -7.34
H -1.53 -0.81 -8.36
O 2.80 7.52 0.92
C 2.02 7.86 0.03
O 1.86 7.16 -1.01
C 2.72 6.13 -1.25
C 2.26 4.77 -0.61
C 1.20 9.14 0.06
H 3.75 6.23 -0.89
H 2.90 6.04 -2.32
H 2.90 3.95 -0.93
H 1.19 4.65 -0.76
H 2.38 4.80 0.47
H 1.85 9.87 0.54
H 0.32 8.85 0.64
H 0.97 9.55 -0.93
```

Results
* total energy: -90393.05043 eV
* 2S+1: 2
* E_HOMO (spin up / spin down): -0.30 / -4.45 eV
* charge: -1
* gap between HOMO and LUMO (spin up / spin down): 2.09 / 6.24 eV
* <S²>: 0.7534

Mulliken atomic charge list, values in e, 2 entries: -0.03, 0.83



# C8H6BiN2O5

A molecular structure, C8H6BiN2O5 (wB97M-V/def2-TZVPD, OMol25).

```
22
C8H6BiN2O5 | OMol25 | wB97M-V/def2-TZVPD
O 0.00 0.00 -5.97
C 0.00 0.00 -4.83
Bi 0.00 0.00 -2.16
O 2.23 -2.85 -2.27
C 1.54 -1.96 -2.13
C -1.54 1.96 -2.13
O -2.23 2.85 -2.27
C -1.96 -1.54 -2.13
O -2.85 -2.23 -2.27
C 1.96 1.54 -2.13
O 2.85 2.23 -2.27
C -1.13 0.73 3.26
N 0.00 0.00 2.54
C 1.13 -0.73 3.26
C 0.00 0.00 1.26
N 0.00 0.00 0.04
H -0.86 0.55 4.32
H -2.09 0.27 2.90
H -1.11 1.79 2.90
H 1.11 -1.79 2.90
H 2.09 -0.27 2.90
H 0.86 -0.55 4.32
```

Results
* total energy: -27414.78893 eV
* 2S+1: 1
* E_HOMO: -20.46 eV
* charge: +3
* gap between HOMO and LUMO: 7.96 eV

natural (NBO) atomic charge list, values in e, 2 entries: -0.26, 0.45



# C12H20FIN2

A molecular structure, C12H20FIN2 (wB97M-V/def2-TZVPD, OMol25).

```
36
C12H20FIN2 | OMol25 | wB97M-V/def2-TZVPD
C 0.49 3.32 -0.03
C -0.64 2.32 -0.60
N -0.77 1.19 0.39
C -1.42 0.02 -0.19
C -2.93 -0.22 0.12
F -3.64 0.65 0.99
C -3.63 -1.43 -0.53
C -2.77 -2.33 -1.46
N -1.38 -2.07 -1.68
C -0.63 -0.95 -1.10
C 0.90 -0.84 -1.52
C 1.89 -0.29 -0.39
C 2.03 -1.24 0.91
C 3.38 -0.74 1.67
C 0.84 -1.08 1.98
H 1.05 3.78 -0.91
H -0.02 4.14 0.61
H 1.21 2.78 0.69
H -1.68 2.85 -0.64
H -0.35 1.91 -1.63
H -1.26 1.52 1.24
H -4.74 -1.60 -0.32
H -3.30 -3.21 -1.97
H -0.87 -2.72 -2.32
H 1.07 -0.24 -2.50
H 1.25 -1.91 -1.77
H 1.70 0.81 -0.09
H 2.95 -0.27 -0.87
H 2.20 -2.34 0.67
H 3.16 0.36 1.98
H 4.29 -0.71 0.99
H 3.53 -1.31 2.65
H 1.14 -1.57 2.98
H 0.74 0.05 2.22
H -0.16 -1.53 1.67
I -3.62 2.93 -1.26
```

Results
* total energy: -26560.76458 eV
* 2S+1: 1
* E_HOMO: -6.19 eV
* gap between HOMO and LUMO: 4.69 eV

natural (NBO) atomic charge list, values in e, 2 entries: -0.65, -0.29